Entry from the Open Molecules 2025 dataset: an isolated molecule of C23H33N5O2 (ωB97M-V with the def2-TZVPD basis set).

The calculation puts the LUMO energy at -0.341 eV. The calculation puts the molar mass at 411.550 g/mol. The relative energy (zero: lowest compared OMol25 entry of this formula, charge and spin) is 44.09 kcal per mole. As for the SMILES: CCCCN(CCCC)c1nc2ccccc2nc1[C@@H](C#N)C(=O)NCCCOC.

Last column: Löwdin charge in e.
Atoms and positions in Å:
1 C 4.306 -2.794 -1.260  -0.11
2 C 3.536 -1.935 -0.264  -0.26
3 C 2.124 -2.470 -0.033  -0.19
4 H 2.180 -3.490 0.353  0.11
5 H 1.591 -2.523 -0.987  0.11
6 C 1.355 -1.582 0.953  -0.16
7 N -0.067 -1.863 0.984  -0.07
8 C -1.027 -0.944 0.703  -0.20
9 N -2.200 -1.117 1.289  0.18
10 C -3.160 -0.186 1.162  -0.21
11 C -4.406 -0.353 1.795  -0.01
12 C -5.329 0.657 1.744  -0.08
13 C -5.058 1.854 1.062  -0.08
14 C -3.866 2.034 0.413  -0.01
15 C -2.907 1.009 0.440  -0.20
16 N -1.776 1.095 -0.292  0.17
17 C -0.880 0.148 -0.226  -0.13
18 C 0.210 0.257 -1.267  -0.14
19 C -0.384 0.513 -2.557  -0.19
20 N -0.837 0.733 -3.583  0.19
21 H 0.808 -0.651 -1.341  0.13
22 C 1.147 1.459 -0.971  -0.47
23 O 2.346 1.315 -0.863  0.07
24 N 0.477 2.606 -0.862  0.08
25 H -0.539 2.564 -0.905  0.12
26 C 1.117 3.893 -0.723  -0.16
27 C 0.744 4.816 -1.881  -0.15
28 C 1.154 4.232 -3.230  -0.25
29 O 0.830 5.165 -4.235  -0.19
30 C 1.078 4.680 -5.529  -0.12
31 H 2.142 4.450 -5.670  0.09
32 H 0.783 5.469 -6.218  0.09
33 H 0.493 3.775 -5.731  0.09
34 H 0.625 3.284 -3.415  0.11
35 H 2.236 4.022 -3.240  0.13
36 H -0.334 4.988 -1.891  0.12
37 H 1.236 5.779 -1.751  0.12
38 H 2.194 3.712 -0.706  0.12
39 H 0.818 4.350 0.226  0.12
40 H -3.645 2.941 -0.130  0.11
41 H -5.805 2.633 1.047  0.10
42 H -6.282 0.540 2.238  0.10
43 H -4.593 -1.271 2.329  0.11
44 C -0.459 -3.003 1.795  -0.16
45 H -1.438 -3.335 1.445  0.13
46 C -0.552 -2.684 3.290  -0.20
47 C -1.048 -3.873 4.111  -0.26
48 C -0.058 -5.032 4.152  -0.11
49 H 0.071 -5.475 3.168  0.06
50 H 0.913 -4.693 4.509  0.07
51 H -0.415 -5.807 4.825  0.07
52 H -1.233 -3.532 5.132  0.10
53 H -1.998 -4.219 3.701  0.11
54 H 0.425 -2.369 3.665  0.11
55 H -1.247 -1.852 3.411  0.10
56 H 0.272 -3.792 1.616  0.11
57 H 1.525 -0.531 0.718  0.11
58 H 1.760 -1.746 1.959  0.13
59 H 3.479 -0.909 -0.633  0.09
60 H 4.070 -1.915 0.688  0.11
61 H 5.307 -2.398 -1.406  0.07
62 H 3.801 -2.809 -2.223  0.07
63 H 4.390 -3.818 -0.901  0.07